Record 1
{
  "formula": "C48H49F7N2O2",
  "method": "ωB97M-V/def2-TZVPD",
  "symbols": ["F", "C", "C", "C", "C", "C", "C", "H", "H", "H", "H", "H", "F", "C", "C", "C", "C", "C", "C", "H", "H", "H", "H", "H", "F", "C", "C", "C", "C", "C", "C", "H", "H", "H", "H", "H", "F", "C", "C", "C", "C", "C", "C", "H", "H", "H", "H", "H", "F", "C", "C", "C", "C", "C", "C", "H", "H", "H", "H", "H", "F", "C", "C", "C", "C", "C", "C", "H", "H", "H", "H", "H", "F", "C", "C", "C", "C", "C", "C", "H", "H", "H", "H", "H", "C", "N", "C", "C", "O", "H", "H", "H", "H", "H", "H", "H", "C", "N", "C", "C", "O", "H", "H", "H", "H", "H", "H", "H"],
  "positions_angstrom": [[12.92540, 14.16071, 8.70970], [12.02036, 13.68202, 9.64675], [10.92156, 14.46590, 9.98266], [10.02481, 13.91008, 10.83816], [10.18127, 12.67914, 11.44154], [11.33649, 11.89584, 11.13240], [12.25482, 12.41012, 10.18082], [10.75016, 15.44384, 9.51581], [9.08849, 14.47111, 10.95286], [9.36160, 12.28386, 12.02997], [11.44309, 10.98960, 11.66232], [13.10771, 11.91946, 9.93009], [18.97869, 14.70325, 15.52208], [17.68500, 14.59081, 15.78681], [17.03780, 13.41551, 15.43416], [15.64466, 13.31603, 15.73436], [15.03062, 14.40038, 16.35419], [15.73509, 15.53654, 16.64771], [17.06715, 15.64483, 16.39135], [17.53479, 12.69777, 14.79459], [15.11700, 12.36721, 15.59911], [14.03833, 14.35197, 16.72734], [15.08983, 16.27205, 17.09657], [17.56784, 16.50620, 16.72184], [12.39443, 17.48936, 13.38509], [13.56324, 17.81966, 12.81796], [13.58528, 18.57674, 11.64391], [14.78123, 18.84579, 11.04794], [15.94030, 18.43905, 11.66432], [15.91191, 17.76468, 12.81838], [14.72438, 17.30623, 13.34324], [12.62388, 18.94788, 11.36351], [14.76018, 19.32563, 10.06763], [16.91502, 18.76039, 11.29709], [16.86302, 17.67551, 13.37026], [14.51585, 16.73966, 14.23572], [14.02389, 10.45718, 7.10624], [15.18289, 10.43415, 7.84957], [15.89270, 9.24360, 8.06277], [17.12629, 9.29644, 8.78525], [17.65615, 10.48245, 9.19132], [16.94436, 11.66528, 8.92806], [15.77320, 11.67020, 8.21628], [15.50514, 8.37427, 7.53945], [17.67854, 8.36377, 9.03017], [18.56590, 10.60171, 9.65682], [17.40158, 12.60515, 9.20974], [15.20913, 12.56456, 8.02234], [23.99278, 10.74903, 13.23861], [22.70116, 10.53572, 13.20404], [22.09710, 10.45636, 11.97945], [20.67094, 10.39240, 11.93462], [19.93466, 10.26012, 13.08389], [20.57210, 10.34788, 14.29358], [21.94024, 10.51971, 14.34682], [22.76173, 10.56474, 11.11836], [20.23499, 10.25686, 10.97840], [18.86531, 10.26565, 12.98420], [20.05924, 10.22966, 15.23287], [22.40310, 10.62212, 15.34967], [11.09037, 13.52992, 17.62018], [10.52240, 14.33593, 16.75589], [11.15755, 14.33630, 15.48720], [10.66046, 15.12118, 14.46860], [9.67694, 16.06618, 14.76190], [9.06394, 16.11577, 15.98005], [9.47372, 15.16743, 16.97242], [11.91777, 13.57805, 15.24911], [11.07807, 15.10729, 13.44390], [9.45116, 16.78658, 13.97833], [8.35176, 16.85085, 16.23823], [8.98152, 15.07830, 17.91346], [10.15008, 6.80234, 15.39306], [10.20671, 8.12445, 15.19324], [11.46159, 8.72048, 14.96233], [11.53580, 10.07576, 14.63092], [10.37172, 10.80948, 14.54828], [9.14852, 10.24236, 14.87958], [9.04676, 8.92855, 15.27142], [12.30131, 8.12327, 14.91129], [12.43488, 10.56651, 14.43965], [10.35256, 11.84015, 14.22977], [8.31629, 10.94808, 14.96332], [8.19119, 8.51414, 15.77414], [21.20207, 14.73658, 13.22174], [20.31051, 13.75548, 12.56723], [19.41596, 13.92710, 11.60807], [19.34986, 15.27283, 10.94528], [18.72311, 12.99130, 11.26378], [21.25615, 14.43888, 14.27362], [20.65457, 15.66643, 13.24112], [22.16320, 14.75679, 12.71196], [20.28865, 12.83992, 12.86771], [20.22680, 15.94718, 10.92264], [18.48108, 15.78928, 11.36921], [19.01983, 15.15861, 9.89157], [15.06260, 14.23011, 11.50209], [15.76358, 13.06210, 12.08062], [15.10994, 11.99673, 12.71237], [16.00630, 10.81112, 13.00786], [13.91064, 11.93924, 12.95034], [15.08419, 15.07938, 12.16654], [14.02549, 13.93204, 11.34466], [15.49814, 14.45097, 10.55190], [16.71042, 12.89511, 11.72743], [15.29354, 9.95607, 12.95426], [16.34920, 10.74903, 14.04927], [16.87252, 10.77421, 12.40687]],
  "forces_ev_per_a": [[-0.7, -0.3, 0.9], [0.4, -0.2, -0.4], [1.5, 0.2, -1.3], [-1.9, 0.4, 0.6], [1.2, -1.0, -0.8], [-1.1, 2.6, -0.7], [-3.1, 1.6, 1.5], [0.2, -0.5, 0.2], [0.3, -0.3, 0.4], [0.3, 0.0, 0.2], [0.5, -1.0, 0.1], [2.3, -1.5, -0.7], [1.4, 0.0, -0.3], [-0.6, -1.0, -0.3], [-1.6, 0.5, -0.2], [1.4, -0.1, 0.3], [0.4, -1.4, -0.3], [-1.4, 0.0, 0.2], [-0.4, 0.1, 0.2], [0.1, -0.2, 0.3], [0.1, 0.5, -0.3], [-0.9, -0.2, -0.1], [0.6, 0.7, 0.3], [1.0, 0.9, 0.1], [-0.2, 0.2, 0.0], [0.8, -0.2, -1.3], [-1.2, -0.5, 1.5], [-0.5, 0.2, -1.3], [1.3, 1.4, -1.6], [1.3, -1.1, 2.2], [-1.5, 0.6, 1.0], [-0.3, 0.2, -0.8], [0.3, 0.1, 0.4], [-0.3, -0.1, -0.2], [-0.6, -0.5, -0.3], [0.9, -0.3, 0.3], [1.1, -0.2, 0.8], [1.4, 0.3, -0.4], [-0.2, 1.0, -0.1], [-0.7, -1.7, -0.6], [-2.3, 1.2, -0.9], [0.7, 0.1, -0.3], [-1.5, -1.2, 0.2], [0.2, -0.2, 0.6], [-0.6, 0.6, -0.5], [1.8, -0.2, 1.1], [-0.1, 0.0, 0.1], [0.0, 0.4, -0.1], [1.6, 0.0, 0.4], [-1.5, 0.4, -0.3], [-1.2, 0.4, -0.5], [2.5, -0.9, -0.3], [-0.5, 0.7, -0.6], [0.4, -0.2, 0.6], [0.6, -0.1, 2.0], [-0.6, -0.2, 0.0], [-0.5, 0.3, -0.7], [-0.3, -0.4, 0.2], [-0.3, 0.2, 0.1], [-0.1, -0.1, -0.9], [-0.2, -0.8, 1.7], [1.3, 0.8, -3.4], [-0.4, -0.9, -0.4], [0.6, 0.3, -0.1], [-0.1, 0.6, -1.0], [1.3, -1.8, 1.0], [-0.7, 0.8, 0.1], [-0.2, 0.5, 0.4], [-0.1, -0.2, 0.8], [-0.3, -0.1, 0.2], [-0.8, 0.6, 0.1], [-0.4, 0.3, 0.6], [-0.2, -0.1, 0.3], [0.6, 2.0, -0.1], [-2.4, 0.6, -0.5], [-1.5, -0.8, 0.4], [-0.4, 0.0, -0.2], [-0.2, 0.9, 0.5], [1.1, -1.3, 0.3], [1.7, -1.2, 0.1], [1.6, 0.5, -0.4], [0.3, 0.2, 0.1], [0.0, -0.6, -0.1], [-0.5, -0.1, -0.4], [-1.3, -1.1, -0.1], [0.9, 2.0, 0.4], [1.1, 1.2, -0.5], [-1.0, 0.8, -1.3], [-1.3, -0.8, -0.6], [0.5, 0.0, -0.3], [0.4, 0.5, -0.2], [0.1, 0.3, 0.3], [0.3, -2.3, 1.2], [-0.4, -0.6, 0.5], [0.2, 0.2, 0.3], [0.4, -0.3, 0.5], [-0.4, -1.6, 0.9], [-0.7, -0.8, 0.3], [0.9, 1.1, -1.1], [-1.7, -0.6, 1.4], [0.4, 0.6, 0.1], [0.1, 0.3, 0.1], [0.0, 0.2, 0.0], [0.3, 0.3, -0.6], [-0.4, 0.0, 0.4], [0.9, 0.2, -0.5], [-0.1, 0.5, 0.0], [0.7, -0.3, -1.0]],
  "mulliken_charge": [-0.38, 0.59, -0.74, -0.35, -0.87, -0.54, -0.32, 0.46, 0.39, 0.52, 0.47, 0.79, -0.32, 0.50, -0.13, -0.33, -0.53, -0.49, -0.80, 0.28, 0.33, 0.52, 0.41, 0.51, -0.20, 0.30, -0.47, -0.61, -0.40, -0.13, -0.54, 0.47, 0.36, 0.43, 0.37, 0.41, -0.34, 0.50, -0.66, -0.06, -0.83, -0.21, -0.55, 0.41, 0.32, 0.62, 0.29, 0.46, -0.34, 0.24, -0.51, -0.28, -0.16, -0.37, -0.45, 0.42, 0.34, 0.26, 0.41, 0.37, -0.30, 0.09, -0.13, -0.31, -0.67, -0.60, -0.61, 0.77, 0.47, 0.40, 0.46, 0.45, -0.31, 0.32, -0.62, -0.70, -0.18, -0.77, -0.42, 0.50, 0.72, 0.63, 0.36, 0.41, -1.15, 0.20, 0.67, -1.29, -0.51, 0.33, 0.43, 0.32, -0.08, 0.44, 0.20, 0.37, -0.47, 1.16, 0.49, -1.02, -0.32, 0.19, -0.28, 0.37, -0.54, 0.38, 0.25, 0.03],
  "smiles": "Fc1ccccc1.Fc1ccccc1.Fc1ccccc1.Fc1ccccc1.Fc1ccccc1.Fc1ccccc1.Fc1ccccc1.CNC(C)=O.CNC(C)=O",
  "de_lowest_kj_mol": 0.0,
  "homo_energy_ha": -0.3248,
  "homo_lumo_gap_ha": 0.3412,
  "spin_multiplicity": 1
}

=====

Record 2
{
  "formula": "C3H12N2O2",
  "method": "ωB97M-V/def2-TZVPD",
  "symbols": ["C", "C", "N", "O", "H", "H", "H", "H", "H", "H", "H", "C", "N", "O", "H", "H", "H", "H", "H"],
  "positions_angstrom": [[-0.81274, 1.21595, 0.59548], [-1.98332, -0.44556, -0.07662], [-1.47885, -0.72137, -1.29146], [-0.62512, 1.93548, -0.60546], [0.21836, 1.62719, -0.97969], [-0.47222, -0.98448, -1.23961], [-1.67859, -0.02848, -2.00234], [-1.71852, 1.60818, 1.05920], [0.04971, 0.06404, 0.39476], [-2.95968, 0.02313, -0.04152], [-1.75093, -1.16176, 0.70185], [1.92873, -0.96516, 0.98197], [1.04671, -0.69686, -0.13068], [1.68063, 0.34741, -0.95368], [2.16555, -0.13450, -1.63491], [-0.06701, 1.48001, 1.36224], [2.10547, -0.07585, 1.60935], [1.44941, -1.73311, 1.59544], [2.90237, -1.35429, 0.65568]],
  "forces_ev_per_a": [[-1.6, 0.5, -0.1], [1.4, 0.8, 0.8], [0.5, -0.2, -0.6], [0.3, -0.3, 0.1], [-0.1, 0.1, 0.0], [-0.8, -0.1, -0.1], [0.0, -0.1, 0.1], [-0.1, 0.0, 0.0], [1.7, -1.9, -1.0], [0.1, 0.1, 0.1], [-0.2, 0.0, 0.0], [0.1, 0.2, 0.2], [-1.6, 1.5, 0.5], [0.1, -0.2, 0.3], [-0.1, 0.0, 0.1], [0.3, -0.3, -0.1], [0.1, -0.1, -0.1], [0.0, 0.0, 0.0], [-0.2, 0.0, 0.0]],
  "mulliken_charge": [-0.65, -0.56, -0.43, -0.52, 0.44, 0.46, 0.27, 0.44, 0.18, 0.41, 0.31, -0.80, -0.61, -0.46, 0.31, 0.34, 0.29, 0.32, 0.27],
  "de_lowest_kj_mol": 600.2,
  "homo_energy_ha": -0.2825,
  "homo_lumo_gap_ha": 0.3180,
  "spin_multiplicity": 1
}

=====

Record 3
{
  "formula": "C3H16O5",
  "method": "ωB97M-V/def2-TZVPD",
  "symbols": ["O", "H", "H", "O", "H", "H", "O", "H", "H", "O", "H", "H", "C", "C", "C", "O", "H", "H", "H", "H", "H", "H", "H", "H"],
  "positions_angstrom": [[5.18712, -6.18646, 12.53068], [5.16083, -6.14062, 11.57494], [5.41259, -7.09702, 12.72116], [6.35173, -4.76249, 13.01082], [6.48085, -4.42888, 12.12297], [5.69630, -5.45343, 12.91461], [7.53988, -4.35493, 10.71534], [7.73632, -5.23148, 10.38472], [7.97489, -4.31665, 11.56713], [6.61229, -3.06438, 13.65439], [6.54931, -3.92076, 13.23143], [5.89590, -2.55581, 13.27446], [6.75524, -7.73376, 14.40683], [5.88860, -7.12678, 15.53356], [5.77011, -5.59891, 15.44736], [4.57325, -7.52681, 15.59347], [6.13932, -7.72222, 13.50760], [7.07144, -8.76464, 14.56616], [7.69135, -7.18916, 14.28350], [6.25755, -7.28301, 16.54725], [5.19765, -5.28409, 14.57484], [6.76452, -5.16097, 15.36105], [5.41055, -5.08380, 16.33813], [4.56339, -8.47799, 15.46402]],
  "forces_ev_per_a": [[-9.4, -10.9, -5.7], [-0.2, 0.3, -0.5], [-0.5, -0.2, 0.1], [4.0, -10.9, -5.9], [-0.3, -0.9, -1.4], [1.4, 2.3, 2.6], [-0.1, 0.2, -0.7], [0.2, -0.2, -0.2], [0.7, 0.2, 0.3], [2.0, 14.3, 5.2], [1.7, 6.3, 3.7], [0.0, 0.7, 0.3], [-0.3, -0.2, 0.9], [0.9, 2.3, 1.1], [1.2, 0.4, -0.2], [-1.6, -1.6, -1.0], [1.1, -0.8, 0.6], [-0.4, -0.2, 0.2], [-0.3, 0.3, -0.2], [1.0, -0.5, -0.1], [-0.1, 0.0, 0.9], [0.1, 0.0, -0.4], [-0.6, -0.6, 0.1], [-0.4, -0.3, 0.2]],
  "mulliken_charge": [-0.54, 0.39, 0.07, -0.87, 0.32, 0.30, -0.67, 0.31, 0.35, -0.88, 0.67, 0.17, -0.97, 0.42, -1.37, -0.53, 0.26, 0.42, 0.31, 0.35, 0.38, 0.33, 0.44, 0.32],
  "de_lowest_kj_mol": 1020.4,
  "homo_energy_ha": -0.2726,
  "homo_lumo_gap_ha": 0.2646,
  "spin_multiplicity": 1
}